# C31H41NO2P2SiW

C31H41NO2P2SiW as an isolated structure in a non-equilibrium geometry (ωB97M-V with the def2-TZVPD basis set, the OMol25 dataset).

Output
calculated total energy	-66675.170	eV
max |F|	0.075	Eh/bohr
HOMO-LUMO gap (spin up / spin down)	5.74 / 6.71	eV

```
! RIJCOSX wB97M-V def2-TZVPD def2/J DEFGRID3
* xyz 0 3
W -0.762 0.728 -1.864
Si 1.750 0.860 -2.068
P -0.965 1.035 -4.232
N -0.708 -1.036 -1.562
H 0.329 1.796 -1.267
C -2.670 0.993 -4.803
H -2.743 1.109 -5.886
H -3.212 1.796 -4.302
H -3.142 0.042 -4.537
C -0.155 2.503 -4.891
H -0.377 2.630 -5.953
H 0.931 2.476 -4.789
H -0.517 3.382 -4.356
C -0.242 -0.417 -5.117
H -0.427 -0.301 -6.204
H -0.721 -1.358 -4.789
H 0.846 -0.501 -4.947
C 2.876 2.296 -1.529
H 2.728 2.540 -0.471
H 2.758 3.178 -2.166
H 3.868 1.851 -1.683
H 2.405 -0.281 -1.337
H 2.170 0.861 -3.519
C -0.541 -2.375 -1.571
C -1.548 -4.593 -1.502
C -1.684 -3.201 -1.439
C 0.729 -2.944 -1.789
C 0.868 -4.325 -1.893
C -0.263 -5.144 -1.733
H -2.409 -5.271 -1.379
H -2.659 -2.731 -1.268
H 1.562 -2.246 -1.905
H 1.861 -4.767 -2.093
H -0.130 -6.231 -1.806
C -1.505 3.013 -1.156
O -2.366 3.150 -2.130
C -1.923 2.527 0.197
H -1.363 2.955 1.053
H -1.879 1.438 0.382
H -2.962 2.840 0.264
C -0.316 3.986 -1.120
H -0.591 4.886 -1.680
H 0.640 3.637 -1.541
H -0.017 4.266 -0.085
O 0.845 0.454 0.829
P 0.600 -0.081 2.235
C -1.012 -0.871 2.291
C -2.161 -0.094 2.505
C -3.436 -0.646 2.360
C -3.579 -1.993 2.027
C -2.433 -2.786 1.848
C -1.163 -2.223 1.972
C 1.869 -1.300 2.601
C 2.174 -2.242 1.598
C 3.151 -3.217 1.800
C 3.854 -3.240 3.008
C 3.581 -2.302 4.007
C 2.580 -1.342 3.816
C 0.541 1.276 3.385
C -0.140 1.199 4.609
C -0.159 2.279 5.489
C 0.508 3.465 5.154
C 1.139 3.584 3.904
C 1.144 2.496 3.022
H -2.065 0.940 2.826
H -4.322 -0.021 2.534
H -4.578 -2.439 1.906
H -2.537 -3.857 1.619
H -0.268 -2.858 1.872
H 1.605 -2.235 0.666
H 3.341 -3.970 1.022
H 4.623 -4.007 3.162
H 4.140 -2.324 4.954
H 2.319 -0.663 4.624
H -0.704 0.305 4.873
H -0.716 2.216 6.435
H 0.535 4.310 5.861
H 1.622 4.536 3.627
H 1.576 2.603 2.025
*
```

---

# C7H28NO6

A 7-piece molecular cluster, C7H28NO6 overall in a non-equilibrium geometry (ωB97M-V with the def2-TZVPD basis set, the OMol25 dataset).

Output
calculated total energy	-21467.529	eV
ΔE to the lowest compared entry with this formula, charge and spin	2.306	eV
max |F|	0.111	Eh/bohr
HOMO-LUMO gap (spin up / spin down)	9.52 / 5.52	eV

```
! RIJCOSX wB97M-V def2-TZVPD def2/J DEFGRID3
* xyz 2 2
C 0.959 -0.707 -0.811
C 0.448 -1.010 -2.218
C -1.063 -1.100 -2.369
C -1.844 0.252 -2.239
C -1.028 1.423 -1.820
C -0.905 2.674 -2.313
C 0.257 3.542 -1.916
N 0.642 -1.843 0.141
H 1.986 -0.397 -0.905
H 0.450 0.238 -0.375
H 0.857 -0.041 -2.780
H 0.883 -2.124 -2.565
H -1.419 -1.824 -1.484
H -1.162 -1.600 -3.426
H -2.472 -0.117 -1.419
H -2.355 0.259 -3.288
H -0.385 1.136 -1.101
H -1.652 3.142 -3.020
H 1.181 2.966 -2.215
H 0.240 4.482 -2.374
H 0.365 3.782 -0.884
H -0.119 -1.404 0.715
H 0.603 -2.869 -0.244
H 1.409 -1.977 0.885
H -2.368 1.765 1.725
H -3.811 1.623 2.512
O -2.975 1.166 2.283
H -2.303 -2.069 1.604
H -1.211 -2.055 2.771
O -1.316 -2.312 1.814
H 1.276 -4.573 2.002
H 1.209 -3.563 3.175
O 1.364 -3.702 2.181
H -0.481 -1.149 4.698
H 0.524 -0.857 3.607
O 0.244 -1.513 4.152
H 3.389 1.984 -0.141
H 2.304 2.868 -0.582
O 2.466 2.014 -0.117
H 2.271 1.187 2.752
H 1.755 1.530 1.506
O 1.787 0.775 2.084
*
```

---

# C52H104O23

A 13-piece molecular cluster, C52H104O23 overall in a non-equilibrium geometry (ωB97M-V with the def2-TZVPD basis set, the OMol25 dataset).

Output
calculated total energy	-102694.231	eV
ΔE to the lowest compared entry with this formula, charge and spin	8.356	eV
max |F|	0.086	Eh/bohr
HOMO-LUMO gap	9.54	eV

```
! RIJCOSX wB97M-V def2-TZVPD def2/J DEFGRID3
* xyz 0 1
C 6.956 4.968 13.480
C 7.538 4.468 12.224
O 6.660 3.476 11.674
C 7.027 3.040 10.441
O 8.039 3.419 9.795
O 6.225 2.012 10.130
C 6.442 1.335 8.907
H 5.942 5.314 13.281
H 7.545 5.817 13.827
H 6.770 4.201 14.232
H 8.516 4.093 12.527
H 7.601 5.330 11.560
H 7.472 1.000 8.785
H 6.232 1.996 8.066
H 5.773 0.482 8.792
C 8.506 5.711 4.433
C 7.461 4.794 3.927
O 6.213 5.395 3.662
C 5.258 4.722 3.023
O 5.213 3.473 2.848
O 4.420 5.600 2.533
C 3.117 5.278 2.136
H 9.408 5.099 4.436
H 8.271 6.002 5.457
H 8.734 6.632 3.898
H 7.273 3.927 4.560
H 7.769 4.324 2.993
H 2.388 5.106 2.929
H 3.097 4.352 1.560
H 2.637 6.062 1.551
C 4.977 -3.945 0.922
C 5.464 -5.335 1.352
O 6.239 -5.293 2.516
C 5.594 -5.223 3.687
O 4.427 -5.088 3.901
O 6.484 -5.257 4.702
C 6.019 -5.328 6.074
H 4.424 -3.520 1.759
H 4.249 -3.952 0.111
H 5.627 -3.129 0.606
H 6.166 -5.730 0.617
H 4.640 -6.047 1.405
H 5.977 -6.392 6.306
H 5.060 -4.888 6.347
H 6.584 -4.671 6.736
C -6.621 -1.382 -0.332
C -7.177 -0.626 0.887
O -8.239 0.281 0.541
C -8.014 1.482 0.024
O -6.906 1.945 -0.216
O -9.162 1.909 -0.384
C -9.273 3.030 -1.245
H -6.028 -0.716 -0.958
H -7.319 -1.732 -1.093
H -6.103 -2.241 0.096
H -6.387 -0.057 1.377
H -7.510 -1.363 1.618
H -8.682 2.743 -2.115
H -8.779 3.904 -0.818
H -10.277 3.225 -1.621
C -0.641 -1.358 -2.341
C -0.659 0.003 -1.705
O 0.094 0.122 -0.503
C -0.062 -0.613 0.596
O -1.034 -1.302 0.957
O 0.976 -0.189 1.351
C 1.028 -0.418 2.763
H -1.157 -2.101 -1.733
H 0.378 -1.713 -2.493
H -1.142 -1.271 -3.305
H -1.665 0.418 -1.636
H -0.182 0.578 -2.499
H 1.158 -1.490 2.913
H 0.117 -0.195 3.319
H 1.910 0.118 3.114
C -5.199 3.855 6.326
C -4.997 2.983 5.124
C -3.588 3.357 4.666
O -3.404 4.697 5.091
C -4.407 5.100 6.043
H -4.783 3.342 7.194
H -6.216 4.165 6.563
H -5.705 3.248 4.339
H -5.179 1.940 5.385
H -3.627 3.333 3.577
H -2.851 2.637 5.023
H -5.043 5.846 5.566
H -3.975 5.542 6.941
C -2.689 -1.980 10.163
C -3.095 -3.407 9.712
C -3.465 -3.278 8.241
O -3.345 -1.899 8.050
C -2.354 -1.402 8.805
H -1.892 -1.992 10.906
H -3.509 -1.388 10.570
H -3.902 -3.763 10.353
H -2.228 -4.068 9.710
H -4.484 -3.576 7.993
H -2.856 -3.876 7.563
H -2.446 -0.318 8.739
H -1.429 -1.705 8.317
C 3.356 -6.791 -6.497
C 2.045 -7.028 -5.774
C 2.441 -7.258 -4.317
O 3.794 -7.680 -4.396
C 4.471 -7.071 -5.518
H 3.434 -5.730 -6.733
H 3.545 -7.429 -7.360
H 1.776 -8.025 -6.123
H 1.352 -6.244 -6.078
H 1.919 -8.073 -3.816
H 2.361 -6.388 -3.666
H 5.307 -7.644 -5.920
H 4.948 -6.221 -5.032
C 4.623 -0.568 -5.813
C 6.039 -0.946 -6.217
C 5.986 -1.185 -7.675
O 5.143 -0.138 -8.091
C 4.179 0.291 -7.062
H 4.572 -0.069 -4.845
H 4.001 -1.450 -5.664
H 6.407 -1.830 -5.695
H 6.809 -0.202 -6.012
H 5.498 -2.130 -7.912
H 6.951 -1.198 -8.181
H 3.194 -0.070 -7.359
H 4.222 1.364 -6.875
C 3.336 6.673 -4.429
C 3.681 7.939 -5.224
C 2.443 7.998 -6.105
O 1.387 7.598 -5.241
C 1.862 6.628 -4.345
H 3.844 6.749 -3.468
H 3.820 5.833 -4.929
H 4.585 7.759 -5.806
H 3.912 8.830 -4.639
H 2.474 7.314 -6.953
H 2.353 9.024 -6.463
H 1.580 5.590 -4.522
H 1.458 6.718 -3.337
C -3.368 3.848 -6.911
C -4.384 4.121 -5.804
C -5.536 4.800 -6.600
O -5.458 4.123 -7.841
C -4.127 3.970 -8.219
H -2.896 2.892 -6.683
H -2.658 4.675 -6.896
H -3.955 4.686 -4.976
H -4.722 3.164 -5.407
H -5.449 5.874 -6.769
H -6.482 4.659 -6.077
H -3.818 4.877 -8.739
H -4.026 3.177 -8.960
C -5.540 -8.943 -2.639
C -5.530 -7.702 -3.515
C -4.142 -7.670 -4.141
O -3.368 -8.306 -3.116
C -4.098 -9.408 -2.679
H -6.223 -9.660 -3.095
H -5.846 -8.770 -1.607
H -5.691 -6.787 -2.944
H -6.293 -7.643 -4.290
H -3.727 -6.669 -4.257
H -4.197 -8.179 -5.104
H -3.719 -9.803 -1.737
H -3.994 -10.320 -3.267
C -7.043 -0.870 -8.266
C -5.813 -1.278 -7.485
C -6.319 -1.320 -6.071
O -7.672 -1.014 -6.110
C -7.984 -0.233 -7.272
H -7.560 -1.794 -8.524
H -6.848 -0.271 -9.156
H -4.989 -0.566 -7.522
H -5.432 -2.239 -7.831
H -5.733 -0.684 -5.407
H -6.095 -2.240 -5.531
H -7.772 0.810 -7.037
H -9.006 -0.259 -7.649
*
```

---

# C18H13AuF6N3O6S3

C18H13AuF6N3O6S3 as an isolated structure in a non-equilibrium geometry (ωB97M-V with the def2-TZVPD basis set, the OMol25 dataset).

Output
calculated total energy	-88136.341	eV
max |F|	0.041	Eh/bohr
HOMO-LUMO gap	7.41	eV

```
! RIJCOSX wB97M-V def2-TZVPD def2/J DEFGRID3
* xyz -1 1
Au -0.503 1.119 0.827
C 4.081 1.505 -5.526
C 3.517 1.057 -4.209
C 3.785 -0.212 -3.714
C 3.335 -0.590 -2.461
C 2.609 0.299 -1.695
C 2.293 1.552 -2.192
C 2.750 1.928 -3.442
S 2.038 -0.188 -0.055
O 2.780 -1.367 0.325
O 2.187 0.979 0.781
N 0.454 -0.401 -0.291
C -0.181 -1.565 -0.527
C 0.436 -2.767 -0.852
C -0.298 -3.920 -1.119
C -1.671 -3.924 -1.088
C -2.352 -2.742 -0.749
C -3.759 -2.662 -0.669
C -4.355 -1.491 -0.286
C -3.539 -0.387 0.002
N -2.239 -0.421 -0.108
C -1.619 -1.554 -0.464
H 4.513 0.668 -6.068
H 4.866 2.241 -5.352
H 3.315 1.966 -6.147
H 4.360 -0.907 -4.308
H 3.562 -1.562 -2.053
H 1.715 2.220 -1.575
H 2.522 2.914 -3.823
H 1.512 -2.808 -0.853
H 0.235 -4.833 -1.353
H -2.233 -4.823 -1.302
H -4.353 -3.537 -0.906
H -5.427 -1.405 -0.193
H -3.971 0.550 0.334
F -4.130 2.877 3.252
C -3.081 3.600 3.644
F -3.290 3.946 4.915
F -3.096 4.730 2.927
S -1.468 2.635 3.412
O -1.278 2.786 1.980
O -0.519 3.285 4.256
N -2.012 1.278 3.950
S -1.215 -0.078 4.030
O -1.969 -1.028 4.779
O -0.652 -0.524 2.789
C 0.292 0.323 5.091
F 0.886 -0.802 5.509
F -0.016 1.024 6.186
F 1.181 1.014 4.392
*
```